No. 1
Density functional theory data (ωB97M-V with the def2-TZVPD basis set) for a 2-piece molecular cluster, C4H12 overall.

CARTESIAN COORDINATES (ANGSTROEM)
C: 0.735 -1.590 -1.997
C: 1.833 -0.591 -2.321
H: 0.030 -2.017 -2.796
H: 1.204 -2.475 -1.510
H: 0.295 -1.178 -1.068
H: 1.935 0.022 -1.403
H: 1.560 0.081 -3.129
H: 2.710 -1.064 -2.649
C: -0.756 1.434 2.606
C: -1.839 0.844 1.628
H: -0.021 0.605 2.683
H: -0.192 2.242 2.065
H: -1.128 1.834 3.550
H: -2.601 1.597 1.367
H: -2.376 0.056 2.164
H: -1.389 0.200 0.809

Properties
- Gap between HOMO and LUMO: 12.46 eV
- Charge: 0
- SMILES: CC.CC
- Energy: -159.55372 a.u.
- Relative energy (zero: lowest compared OMol25 entry of this formula, charge and spin): 82.0 kJ/mol

No. 2
Density functional theory data (ωB97M-V with the def2-TZVPD basis set) for a 2-piece molecular cluster, C24H43ClNO5PS overall.

CARTESIAN COORDINATES (ANGSTROEM)
C: 3.863 2.244 2.712
C: 2.423 1.671 2.663
C: 1.402 2.705 2.134
C: -0.002 2.617 2.810
C: -1.106 2.027 1.913
C: -1.222 0.482 1.975
C: -0.275 -0.140 0.938
C: -0.572 -1.603 0.577
C: -1.460 -1.824 -0.686
C: -2.322 -0.661 -1.234
C: -3.806 -0.632 -0.832
Cl: -4.692 -2.116 -1.275
C: 0.737 -2.451 0.340
C: 1.910 -1.734 -0.365
C: 2.002 -1.929 -1.927
N: 2.164 -0.682 -2.678
C: 1.027 0.215 -2.518
C: 0.850 1.270 -3.617
C: 0.182 2.419 -3.241
C: -0.079 3.450 -4.111
C: 0.328 3.326 -5.424
C: 1.005 2.204 -5.805
C: 1.291 1.168 -4.934
O: 2.000 0.078 -5.387
C: -1.169 -2.271 1.901
P: -3.043 -2.351 1.981
C: -3.754 -1.500 3.458
C: -3.605 -4.114 2.025
S: -0.515 -1.502 3.394
O: -0.989 -2.157 4.568
O: 0.919 -1.554 3.351
O: -0.991 0.023 3.317
H: 4.559 1.399 2.646
H: 4.014 2.844 1.807
H: 4.061 2.811 3.624
H: 2.131 1.351 3.668
H: 2.468 0.784 2.020
H: 1.813 3.686 2.411
H: 1.322 2.709 1.040
H: 0.087 2.140 3.788
H: -0.293 3.657 3.009
H: -2.063 2.399 2.310
H: -0.998 2.383 0.886
H: -2.248 0.268 1.637
H: -0.196 0.523 0.077
H: 0.729 -0.124 1.381
H: -0.767 -2.089 -1.492
H: -2.113 -2.703 -0.598
H: -2.346 -0.782 -2.326
H: -1.938 0.351 -1.059
H: -4.260 0.177 -1.418
H: -3.958 -0.344 0.207
H: 1.108 -2.866 1.280
H: 0.432 -3.312 -0.274
H: 2.826 -2.207 0.015
H: 2.025 -0.669 -0.147
H: 1.181 -2.537 -2.323
H: 2.921 -2.491 -2.141
H: 3.017 -0.220 -2.378
H: 0.105 -0.375 -2.486
H: 1.177 0.787 -1.585
H: -0.136 2.510 -2.202
H: -0.594 4.333 -3.746
H: 0.117 4.125 -6.128
H: 1.330 2.097 -6.839
H: 1.426 -0.488 -5.914
H: -0.811 -3.306 1.957
H: -4.843 -1.589 3.344
H: -3.519 -2.022 4.393
H: -3.532 -0.434 3.509
H: -3.684 -4.468 0.994
H: -2.828 -4.724 2.507
H: -4.559 -4.172 2.549
O: 4.404 1.256 -1.228
H: 4.765 1.941 -1.800
H: 5.167 0.714 -0.999

Properties
- Gap between HOMO and LUMO: 8.24 eV
- Charge: 0
- SMILES: CCCCC[C@H]1C[C@@](CCCCl)(CCCNCc2ccccc2O)[C@H](P(C)C)S(=O)(=O)O1.O
- Energy: -2570.89980 a.u.

No. 3
Density functional theory data (ωB97M-V with the def2-TZVPD basis set) for a 8-piece molecular cluster, C14H24BCl21NO4 overall.

CARTESIAN COORDINATES (ANGSTROEM)
C: -2.940 -2.660 -5.501
C: -1.756 -2.565 -4.573
O: -1.582 -3.348 -3.681
O: -0.956 -1.511 -4.800
C: 0.271 -1.829 -5.542
C: 1.010 -0.546 -5.827
B: 1.736 0.220 -4.536
O: 1.009 1.506 -4.218
C: 1.843 -0.744 -3.196
C: 2.226 0.095 -1.989
O: 3.208 -0.542 -1.135
C: 0.997 0.488 -1.176
N: 1.152 1.805 -0.525
H: -3.274 -3.692 -5.572
H: -3.756 -2.066 -5.085
H: -2.712 -2.272 -6.492
H: -0.044 -2.362 -6.452
H: 0.850 -2.519 -4.922
H: 0.274 0.146 -6.258
H: 1.724 -0.755 -6.634
H: 2.892 0.538 -4.846
H: 0.124 1.291 -3.908
H: 0.905 -1.278 -2.984
H: 2.633 -1.491 -3.346
H: 2.721 1.013 -2.316
H: 2.913 -1.455 -1.046
H: 0.843 -0.286 -0.417
H: 0.120 0.469 -1.829
H: 1.621 2.403 -1.199
H: 0.234 2.226 -0.416
C: -0.656 -0.028 1.910
Cl: 0.135 -1.606 1.989
Cl: -1.907 -0.002 0.678
Cl: -1.330 0.374 3.506
H: 0.098 0.713 1.652
C: 1.436 -0.861 5.273
Cl: 2.350 0.523 4.683
Cl: 2.456 -2.297 5.385
Cl: 0.677 -0.506 6.830
H: 0.647 -1.064 4.561
C: -0.346 4.882 1.629
Cl: -0.550 5.080 -0.107
Cl: -0.992 3.334 2.159
Cl: 1.348 5.050 2.094
H: -0.903 5.648 2.147
C: -4.045 5.875 4.602
Cl: -4.633 4.460 3.740
Cl: -2.457 6.362 4.010
Cl: -5.192 7.211 4.500
H: -3.931 5.612 5.646
C: -5.541 -6.177 -3.388
Cl: -6.962 -5.591 -2.510
Cl: -5.961 -6.535 -5.070
Cl: -4.212 -5.042 -3.293
H: -5.235 -7.105 -2.925
C: 5.797 -5.032 5.510
Cl: 6.472 -5.753 4.051
Cl: 4.040 -5.145 5.519
Cl: 6.486 -5.774 6.957
H: 6.061 -3.983 5.518
C: 0.568 5.443 6.722
Cl: -1.068 4.910 7.136
Cl: 1.457 4.157 5.919
Cl: 0.533 6.905 5.737
H: 1.072 5.681 7.649

Properties
- Gap between HOMO and LUMO: 6.23 eV
- Charge: -1
- Energy: -10592.48733 a.u.

| no. | HOMO (eV) |
| --- | --- |
| 1 | -11.5 |
| 2 | -7.8 |
| 3 | -4.7 |